Entry 1:
ORCA calculation (ωB97M-V/def2-TZVPD) on a 7-piece molecular cluster, C39H40BClN7O12 overall.

Output
**Gap between HOMO and LUMO**: 0.17968 Eh
**Largest force on an atom**: 1.278 eV Å⁻¹
**2S+1**: 1
**LUMO level**: 0.8 eV
**Molar mass**: 845.05 g mol⁻¹
**Net charge**: -1

Positions of all 100 atoms, in Å:
N: -3.1181 2.6125 4.0716
B: -3.1016 1.3177 3.1745
C: -1.5684 0.7065 3.1067
C: -0.4890 1.7886 2.9764
C: -0.5807 2.4801 1.6192
Cl: -0.6436 4.2904 1.7208
H: -3.1066 2.3613 5.0572
H: -3.9946 3.1079 3.9422
H: -3.4887 1.6406 2.0237
H: -3.8635 0.4173 3.5932
H: -1.3254 0.0770 3.9779
H: -1.4764 0.0347 2.2369
H: -0.6327 2.5451 3.7535
H: 0.5274 1.3768 3.0918
H: 0.2764 2.2891 0.9703
H: -1.5022 2.1997 1.1053
C: -6.3190 -0.7283 -1.5386
C: -5.0838 -1.0554 -2.0829
C: -4.0274 -1.3988 -1.2557
C: -4.2440 -1.4079 0.1079
C: -5.4535 -1.0649 0.6809
C: -6.5022 -0.7300 -0.1626
N: -3.1356 -1.7854 1.0036
O: -2.0257 -1.9237 0.5128
O: -3.3962 -1.9397 2.1723
H: -7.1326 -0.4428 -2.1930
H: -4.9393 -1.0393 -3.1544
H: -3.0522 -1.6483 -1.6476
H: -5.5405 -1.0331 1.7574
H: -7.4544 -0.4412 0.2622
C: -6.3726 -6.0353 -5.1432
C: -5.6714 -5.9720 -6.3400
C: -4.8455 -4.8920 -6.6060
C: -4.7436 -3.8929 -5.6550
C: -5.4308 -3.9287 -4.4561
C: -6.2523 -5.0178 -4.2069
N: -3.8536 -2.7463 -5.9438
O: -3.2908 -2.7308 -7.0196
O: -3.7343 -1.8918 -5.0916
H: -7.0147 -6.8821 -4.9389
H: -5.7641 -6.7652 -7.0696
H: -4.2849 -4.8136 -7.5249
H: -5.3376 -3.1310 -3.7341
H: -6.7969 -5.0653 -3.2735
C: 3.1330 3.6240 -0.7294
C: 4.4134 3.2138 -1.0806
C: 5.3461 2.9337 -0.0960
C: 4.9619 3.0713 1.2262
C: 3.6948 3.4762 1.6027
C: 2.7732 3.7575 0.6050
N: 5.9548 2.7808 2.2777
O: 7.0465 2.3682 1.9255
O: 5.6409 2.9781 3.4300
H: 2.4044 3.8383 -1.5008
H: 4.6890 3.1124 -2.1219
H: 6.3538 2.6267 -0.3335
H: 3.4380 3.5607 2.6483
H: 1.7735 4.0751 0.8724
C: -2.2938 6.1130 -2.3896
C: -3.0421 5.7716 -3.5097
C: -3.8865 4.6747 -3.4688
C: -3.9499 3.9421 -2.2970
C: -3.2158 4.2543 -1.1676
C: -2.3815 5.3630 -1.2250
N: -4.8521 2.7715 -2.2558
O: -5.5232 2.5378 -3.2476
O: -4.8704 2.1131 -1.2431
H: -1.6386 6.9743 -2.4232
H: -2.9715 6.3591 -4.4158
H: -4.4844 4.3784 -4.3171
H: -3.3006 3.6539 -0.2703
H: -1.7958 5.6192 -0.3539
C: 9.2071 0.0952 1.1175
C: 8.6440 0.0260 -0.1502
C: 9.3301 -0.5807 -1.1899
C: 10.5800 -1.1101 -0.9260
C: 11.1650 -1.0606 0.3260
C: 10.4626 -0.4506 1.3528
N: 11.3229 -1.7542 -2.0278
O: 10.8387 -1.6987 -3.1398
O: 12.4447 -2.1546 -1.7902
H: 8.6614 0.5783 1.9171
H: 7.6622 0.4466 -0.3246
H: 8.9181 -0.6502 -2.1853
H: 12.1426 -1.4923 0.4776
H: 10.8996 -0.3989 2.3410
C: -0.2628 -2.9645 3.2731
C: 1.0790 -3.0589 2.9253
C: 2.0249 -3.4289 3.8677
C: 1.5938 -3.6979 5.1545
C: 0.2665 -3.6007 5.5339
C: -0.6632 -3.2282 4.5767
N: 2.5897 -4.1043 6.1619
O: 3.7493 -4.2035 5.8095
O: 2.1912 -4.3880 7.2750
H: -0.9942 -2.6761 2.5319
H: 1.3885 -2.8343 1.9130
H: 3.0743 -3.5083 3.6269
H: -0.0150 -3.8078 6.5553
H: -1.7054 -3.1234 4.8472

Löwdin atomic charge list, values in e, 6 entries: -0.03 -0.63 -0.25 -0.31 -0.54 0.54



Entry 2:
ORCA calculation (ωB97M-V/def2-TZVPD) on C39H40BIrN8P2S as an isolated structure.

Output
**Gap between HOMO and LUMO (alpha / beta)**: 0.28752 / 0.20473 Eh
**Expectation value of S²**: 0.77
**Largest force on an atom**: 2.048 eV Å⁻¹
**2S+1**: 2
**LUMO level (alpha / beta)**: -8.3 / -10.6 eV
**Molar mass**: 917.85 g mol⁻¹
**Net charge**: +3

Positions of all 92 atoms, in Å:
Ir: 0.3481 0.4542 0.5278
C: 2.6077 2.0118 3.9129
C: 1.5216 2.0897 3.0456
N: 1.5663 1.0876 2.1677
N: 2.6836 0.3790 2.4270
C: 3.3166 0.9126 3.4846
B: 3.2282 -0.5745 1.3581
N: 2.2067 -1.7130 1.1054
C: 2.4322 -3.0287 1.0072
C: 1.3064 -3.6396 0.4806
C: 0.4075 -2.6024 0.2663
N: 0.9530 -1.4568 0.6675
N: 3.3254 0.2891 0.0405
C: 4.3943 0.6557 -0.6850
C: 3.9816 1.5399 -1.6668
C: 2.6042 1.6605 -1.4738
N: 2.2311 0.9154 -0.4328
H: 2.8460 2.6756 4.7248
H: 0.7422 2.8318 3.0101
H: 4.2482 0.4932 3.8289
H: 4.2900 -1.0087 1.6505
H: 3.3837 -3.4345 1.3082
H: 1.1589 -4.6864 0.2833
H: -0.5948 -2.6262 -0.1248
H: 5.3742 0.2768 -0.4442
H: 4.5962 2.0303 -2.4019
H: 1.8737 2.2644 -1.9932
C: -3.0701 0.4039 1.3088
C: -3.0220 -0.3660 -0.0007
P: -1.5216 0.2098 -0.9148
C: -1.6975 -0.6784 -2.4826
C: -1.9707 -2.0487 -2.5077
C: -2.1320 -2.7025 -3.7197
C: -2.0310 -1.9981 -4.9150
C: -1.7676 -0.6360 -4.8999
C: -1.5990 0.0260 -3.6891
C: -1.7278 1.9858 -1.1299
C: -2.8330 2.5935 -1.7191
C: -2.8995 3.9800 -1.7778
C: -1.8767 4.7560 -1.2422
C: -0.7793 4.1600 -0.6320
C: -0.7162 2.7779 -0.5891
P: -1.4446 0.2368 2.1352
C: -1.3850 -1.4275 2.8424
C: -0.2090 -1.8497 3.4662
C: -0.1421 -3.0979 4.0609
C: -1.2447 -3.9444 4.0267
C: -2.4175 -3.5292 3.4150
C: -2.4931 -2.2707 2.8317
C: -1.5027 1.4279 3.4923
C: -1.9902 2.7100 3.2322
C: -2.0987 3.6345 4.2590
C: -1.7127 3.2865 5.5475
C: -1.2127 2.0188 5.8051
C: -1.0990 1.0905 4.7793
H: -3.8601 0.0968 1.9935
H: -3.2290 1.4641 1.1104
H: -3.9000 -0.1942 -0.6256
H: -2.9351 -1.4437 0.1515
H: -2.0738 -2.6256 -1.5971
H: -2.3567 -3.7609 -3.7314
H: -2.1819 -2.5095 -5.8568
H: -1.7119 -0.0834 -5.8294
H: -1.4037 1.0922 -3.6886
H: -3.6341 1.9969 -2.1396
H: -3.7530 4.4589 -2.2388
H: -1.9382 5.8348 -1.2937
H: 0.0098 4.7648 -0.2050
H: 0.1861 2.3377 -0.0901
H: 0.6584 -1.1990 3.5032
H: 0.7653 -3.4078 4.5624
H: -1.1931 -4.9211 4.4886
H: -3.2841 -4.1762 3.4045
H: -3.4357 -1.9624 2.3972
H: -2.2758 3.0095 2.2289
H: -2.4883 4.6231 4.0566
H: -1.8089 4.0039 6.3513
H: -0.9149 1.7470 6.8087
H: -0.7199 0.1018 5.0009
C: 2.3116 -3.2041 -4.7056
N: 2.2698 -1.7765 -5.0206
C: 2.6057 -1.2165 -6.2092
C: 2.4122 0.1397 -6.1020
N: 1.9709 0.3750 -4.8416
C: 1.8813 -0.7898 -4.1683
S: 1.3670 -1.0584 -2.5601
H: 2.6311 -3.7412 -5.5938
H: 1.3194 -3.5375 -4.4145
H: 3.0190 -3.3850 -3.9006
H: 2.9586 -1.8157 -7.0325
H: 2.5561 0.9358 -6.8135
H: 1.7394 1.2804 -4.4568

Löwdin atomic charge list, values in e, 6 entries: 1.04 0.00 -0.11 -0.11 -0.03 -0.02



Entry 3:
ORCA calculation (ωB97M-V/def2-TZVPD) on C39H40BrIrN4O4S2Si2 as an isolated structure.

Output
**Gap between HOMO and LUMO (alpha / beta)**: 0.25179 / 0.22140 Eh
**Expectation value of S²**: 8.79
**Largest force on an atom**: 2.978 eV Å⁻¹
**2S+1**: 6
**LUMO level (alpha / beta)**: -2.5 / -5.4 eV
**Molar mass**: 1021.20 g mol⁻¹
**Net charge**: +1

Positions of all 93 atoms, in Å:
Ir: 0.4144 -0.4404 -0.8513
O: -3.0947 -3.5751 5.4299
C: -3.8192 -3.3710 4.2758
O: -4.9938 -3.5735 4.2448
C: -3.1045 -2.7816 3.1113
C: -3.7125 -1.8291 2.3236
C: -3.0664 -1.3219 1.2191
C: -1.8198 -1.8349 0.8185
C: -1.2312 -2.8319 1.5893
C: -1.8741 -3.2658 2.7163
N: -1.2498 -1.4500 -0.4396
C: -2.0659 -1.5747 -1.5519
C: -1.5482 -1.1747 -2.7946
C: -2.2356 -1.4015 -4.0205
C: -1.5448 -1.3028 -5.2249
C: -0.1814 -0.9438 -5.1845
C: 0.4028 -0.6537 -3.9313
N: -0.2520 -0.7616 -2.7498
H: -2.2028 -3.1939 5.4092
H: -4.6745 -1.4400 2.6452
H: -3.5192 -0.5251 0.6124
H: -0.3690 -3.3832 1.2532
H: -1.4658 -4.0407 3.3328
H: -3.0357 -2.0756 -1.5178
H: -3.2947 -1.6368 -3.9200
H: -1.9495 -1.4740 -6.2007
H: 0.4619 -0.7730 -6.0422
H: 1.4208 -0.3530 -3.9684
C: -2.4158 2.0253 -0.1457
Si: -1.5243 2.5846 1.4264
C: -2.1877 1.7428 2.9756
C: -1.8355 4.3755 1.6400
C: 0.2280 2.2481 1.2848
C: 0.7609 0.9807 1.8882
C: 1.0920 0.9577 3.2197
C: 1.4771 -0.1621 3.8860
C: 1.7101 -1.3179 3.1394
C: 1.3285 -1.2683 1.8402
N: 0.8943 -0.1815 1.2000
Si: 1.5769 3.6044 1.0675
C: 1.0789 4.7495 -0.3189
C: 3.2563 2.8737 0.7461
C: 1.7119 4.4935 2.7446
H: -2.2092 0.9871 -0.4392
H: -2.1153 2.5783 -1.0366
H: -3.5550 2.1293 -0.1013
H: -3.2271 1.5785 2.7748
H: -2.0932 2.4466 3.8319
H: -1.7281 0.7890 3.1741
H: -2.8659 4.4966 2.1745
H: -1.9188 4.9336 0.7127
H: -1.0596 4.7951 2.2967
H: 0.9488 1.8657 3.8033
H: 1.6458 -0.0864 4.9586
H: 2.0142 -2.2844 3.5473
H: 1.4552 -2.1281 1.1332
H: 0.0119 4.6279 -0.5732
H: 1.6174 4.6382 -1.2212
H: 1.1193 5.8067 -0.0075
H: 3.5563 2.5742 -0.2820
H: 3.4796 1.9959 1.3870
H: 3.9818 3.6249 0.9993
H: 0.9304 4.2471 3.4485
H: 1.7180 5.6146 2.5625
H: 2.6911 4.1904 3.1703
S: 3.9645 -0.7773 -0.7019
C: 3.2359 0.4452 -1.6426
N: 1.9966 0.8721 -1.5766
C: 1.7478 1.9837 -2.3992
C: 0.5409 2.5901 -2.6842
C: 0.4878 3.6526 -3.5736
C: 1.6692 4.0786 -4.2218
C: 2.8950 3.4530 -4.0090
C: 2.8924 2.4298 -3.0847
S: 4.2162 1.3810 -2.7043
H: -0.3292 2.2191 -2.1457
H: -0.4668 4.1105 -3.8478
H: 1.6039 4.9074 -4.9294
H: 3.7743 3.7819 -4.5401
Br: -0.2019 -4.3461 -3.5532
C: 0.3726 -4.9941 -1.8442
C: -0.2357 -6.0164 -1.2031
C: 0.1205 -6.4794 0.0726
C: 1.1356 -5.7995 0.6890
C: 1.8040 -4.7319 0.0894
C: 1.4081 -4.3233 -1.1701
C: 2.0483 -3.0811 -1.7083
O: 2.7756 -3.0337 -2.6882
O: 1.7842 -2.0468 -0.9173
H: -0.9849 -6.5862 -1.7640
H: -0.4196 -7.3199 0.4823
H: 1.5310 -6.2482 1.6033
H: 2.6897 -4.2650 0.4812

Löwdin atomic charge list, values in e, 6 entries: 1.51 0.11 -0.46 0.15 -0.15 0.00



Entry 4:
ORCA calculation (ωB97M-V/def2-TZVPD) on C39H40Cl3IN5O4SeSiTi as an isolated structure.

Output
**Gap between HOMO and LUMO (alpha / beta)**: 0.23332 / 0.23525 Eh
**Expectation value of S²**: 0.76
**Largest force on an atom**: 4.077 eV Å⁻¹
**2S+1**: 2
**LUMO level (alpha / beta)**: -0.8 / -0.8 eV
**Molar mass**: 1030.96 g mol⁻¹

Positions of all 95 atoms, in Å:
Ti: -1.9482 0.0097 1.8545
C: -6.0393 -1.6260 1.0150
C: -5.3403 -0.8092 -0.0293
N: -5.8268 -0.8391 -1.2580
C: -5.2511 -0.1111 -2.2171
C: -4.1840 0.7340 -2.0066
C: -3.6440 1.5282 -3.1699
O: -4.6522 2.2710 -3.8406
C: -3.6360 0.7936 -0.7089
C: -2.6441 1.7627 -0.3362
N: -1.9488 1.7039 0.7635
C: -1.1419 2.7958 1.1358
C: -0.3839 3.5206 0.2137
C: 0.4160 4.5731 0.6131
C: 0.4670 4.9451 1.9478
C: -0.2933 4.2587 2.8826
C: -1.0828 3.2037 2.4704
I: -2.3241 2.2180 3.8922
C: -4.1994 -0.0454 0.2920
O: -3.6715 -0.0711 1.5046
H: -6.6807 -2.3499 0.5193
H: -6.6583 -0.9837 1.6479
H: -5.3252 -2.1389 1.6541
H: -5.6779 -0.2111 -3.2086
H: -3.2432 0.8402 -3.9161
H: -2.8261 2.1864 -2.8611
H: -5.1765 2.7438 -3.1874
H: -2.5659 2.6675 -0.9347
H: -0.4010 3.2142 -0.8226
H: 1.0099 5.0984 -0.1230
H: 1.0968 5.7646 2.2663
H: -0.2736 4.5481 3.9238
O: 1.4320 -1.1001 3.2098
C: 0.2592 -0.8687 3.0607
O: -0.2598 0.2025 2.5122
C: -0.8190 -1.8072 3.5634
C: -0.5482 -3.0473 4.1458
C: -1.5864 -3.7831 4.6399
C: -2.8834 -3.2302 4.6579
C: -3.9721 -3.8648 5.2919
C: -5.1986 -3.2636 5.3351
C: -5.3869 -1.9978 4.7520
C: -4.3557 -1.3628 4.1139
C: -3.0850 -1.9685 4.0407
N: -2.0510 -1.3193 3.4269
H: 0.4736 -3.3983 4.1589
H: -1.4278 -4.7737 5.0472
H: -3.8087 -4.8254 5.7647
H: -6.0237 -3.7540 5.8345
H: -6.3559 -1.5206 4.8158
H: -4.4935 -0.3849 3.6777
Cl: 0.2924 -3.0394 0.5667
Si: -1.2962 -1.7693 0.1548
Cl: -1.4211 -1.7655 -1.9229
Cl: -2.8609 -3.1238 0.7529
C: 3.7068 -3.0444 -0.5455
C: 4.1258 -2.6608 0.8747
C: 5.1559 -1.5306 0.9418
C: 4.5935 -0.1272 0.7006
N: 4.1808 0.1094 -0.6725
C: 2.8955 0.2775 -1.0936
Se: 1.4554 0.4612 0.0110
N: 2.9127 0.3202 -2.4572
C: 1.7415 0.3541 -3.3193
C: 0.9861 1.6819 -3.2934
C: 1.8469 2.9160 -3.5549
C: 2.2652 3.0747 -5.0148
C: 4.2209 0.2001 -2.9040
C: 4.7722 0.1950 -4.1753
C: 6.1499 0.0706 -4.2784
C: 6.9529 -0.0343 -3.1450
C: 6.4039 -0.0317 -1.8716
C: 5.0255 0.0754 -1.7677
H: 3.1600 -3.9870 -0.5385
H: 4.5824 -3.1617 -1.1901
H: 3.0470 -2.2983 -0.9869
H: 4.5633 -3.5413 1.3526
H: 3.2470 -2.3753 1.4577
H: 5.9628 -1.7388 0.2338
H: 5.5942 -1.5143 1.9425
H: 5.3495 0.6190 0.9602
H: 3.7195 0.0294 1.3330
H: 1.0603 -0.4389 -3.0015
H: 2.0844 0.1281 -4.3281
H: 0.5343 1.7665 -2.3078
H: 0.1809 1.6194 -4.0321
H: 2.7338 2.8784 -2.9161
H: 1.2767 3.8002 -3.2563
H: 2.9011 2.2498 -5.3399
H: 2.8242 4.0003 -5.1550
H: 1.3876 3.1082 -5.6631
H: 4.1611 0.2868 -5.0628
H: 6.6076 0.0596 -5.2584
H: 8.0250 -0.1213 -3.2597
H: 7.0326 -0.1060 -0.9953

Löwdin atomic charge list, values in e, 6 entries: 0.50 -0.03 -0.26 0.14 -0.08 -0.15



Entry 5:
ORCA calculation (ωB97M-V/def2-TZVPD) on C39H40Cl5N7O2S3Ti as an isolated structure.

Output
**Gap between HOMO and LUMO (alpha / beta)**: 0.24440 / 0.26142 Eh
**Expectation value of S²**: 0.75
**Largest force on an atom**: 2.298 eV Å⁻¹
**Energy above the lowest of the compared OMol25 structures with the same formula, charge and spin**: 13.3 kcal per mole
**2S+1**: 2
**LUMO level (alpha / beta)**: -3.5 / -3.5 eV
**Molar mass**: 960.13 g mol⁻¹
**Net charge**: +1

Positions of all 97 atoms, in Å:
Ti: -0.2042 1.2506 -1.2219
N: -3.7213 -0.7103 -1.5725
C: -3.4539 -2.0563 -1.9714
C: -4.2626 -3.0841 -1.5261
C: -3.9943 -4.3887 -1.9198
C: -2.9067 -4.6569 -2.7351
C: -2.0856 -3.6200 -3.1613
C: -2.3729 -2.3192 -2.7878
S: -1.4093 -0.9583 -3.3600
N: -1.6380 0.1636 -2.0830
C: -2.7565 0.2061 -1.4401
C: -2.9609 1.3861 -0.5497
C: -4.1797 1.7491 -0.0166
C: -4.2779 2.9376 0.6879
C: -3.1506 3.7166 0.8375
C: -1.9648 3.2738 0.2868
N: -1.8662 2.1275 -0.3920
H: -4.5076 -0.6112 -0.9530
H: -5.1025 -2.8662 -0.8726
H: -4.6406 -5.1913 -1.5889
H: -2.6926 -5.6725 -3.0449
H: -1.2373 -3.8228 -3.8041
H: -5.0604 1.1383 -0.1765
H: -5.2279 3.2597 1.0986
H: -3.1840 4.6574 1.3722
H: -1.0533 3.8401 0.3906
Cl: -2.1847 2.9806 -3.5892
C: -0.9052 3.8792 -2.8064
C: 0.0616 3.1993 -2.0500
C: 1.0785 4.0275 -1.5492
Cl: 2.4595 3.3028 -0.7588
C: 1.0748 5.4193 -1.6592
Cl: 2.3019 6.3643 -0.9146
C: 0.0609 6.0391 -2.3784
Cl: 0.0310 7.7485 -2.5371
C: -0.9177 5.2603 -2.9895
Cl: -2.1341 6.0144 -3.9433
C: 2.1232 -6.6212 -3.6492
C: 1.7122 -5.4392 -2.8098
C: 1.4525 -5.5812 -1.4471
C: 1.0707 -4.4967 -0.6755
C: 0.9250 -3.2474 -1.2742
C: 1.1737 -3.0857 -2.6311
C: 1.5684 -4.1796 -3.3846
S: 0.4828 -1.9225 -0.1885
O: -0.9436 -1.9378 0.0596
O: 1.3283 -2.1019 0.9668
N: 0.7643 -0.5540 -0.9632
C: 1.8525 -0.2126 -1.7266
C: 3.1336 -0.7743 -1.7107
C: 4.0620 -0.2381 -2.5751
C: 3.7129 0.8235 -3.4197
C: 2.4425 1.3348 -3.3409
N: 1.5207 0.8270 -2.5105
H: 2.4675 -7.4479 -3.0281
H: 2.9219 -6.3545 -4.3436
H: 1.2782 -6.9801 -4.2432
H: 1.5681 -6.5530 -0.9813
H: 0.8919 -4.6082 0.3881
H: 1.0559 -2.1224 -3.1002
H: 1.7714 -4.0528 -4.4435
H: 3.3621 -1.5902 -1.0371
H: 5.0715 -0.6309 -2.5942
H: 4.4286 1.2452 -4.1136
H: 2.1250 2.1740 -3.9482
C: -1.4259 1.5090 5.4649
C: -2.7449 1.1411 4.7814
C: -2.6775 -0.0587 3.8331
C: -1.7491 0.1256 2.6355
N: -0.3559 -0.1258 3.0011
C: 0.7250 0.4028 2.4201
S: 0.6075 1.6463 1.2350
N: 1.9049 0.0543 2.9242
C: 3.2217 0.2988 2.3299
C: 4.2495 0.7243 3.3729
C: 4.1560 2.1894 3.8089
C: 2.8701 2.5725 4.5457
H: -1.5795 2.3169 6.1834
H: -0.6754 1.8472 4.7460
H: -1.0151 0.6531 6.0113
H: -3.1128 2.0083 4.2210
H: -3.4922 0.9217 5.5474
H: -3.6795 -0.2542 3.4435
H: -2.3794 -0.9558 4.3905
H: -1.8139 1.1482 2.2708
H: -2.0252 -0.5496 1.8235
H: -0.2054 -0.9279 3.5964
H: 1.8948 -0.6728 3.6270
H: 3.1108 1.0734 1.5760
H: 3.5361 -0.6175 1.8299
H: 5.2367 0.5528 2.9373
H: 4.1726 0.0698 4.2507
H: 4.2670 2.8246 2.9233
H: 5.0097 2.3986 4.4574
H: 2.0052 2.5703 3.8775
H: 2.9561 3.5759 4.9676
H: 2.6699 1.8814 5.3717

Löwdin atomic charge list, values in e, 6 entries: 0.75 0.17 -0.24 -0.01 -0.06 -0.06